Record 1
The following is a quantum chemistry calculation of C22H23ClN4NdO5 as an isolated structure, from the Open Molecules 2025 dataset.

Geometry as XYZ:
```
56
Properties=species:S:1:pos:R:3:lowdin_spin:R:1
Nd 0.240 -0.876 -0.017 3.03
C -0.351 3.850 -0.477 0.00
C 0.590 2.695 -0.380 0.00
O 0.095 1.505 -0.867 0.00
C 1.797 2.677 0.174 0.00
C 2.509 1.368 0.141 0.00
C 3.441 1.108 -0.999 0.00
N 2.320 0.469 1.036 0.00
N 1.782 0.867 2.240 0.00
C 0.781 0.237 2.773 0.00
O 0.002 -0.612 2.194 0.00
C 0.522 0.576 4.205 0.00
C -0.759 0.420 4.725 0.00
C -1.019 0.728 6.051 0.00
C 0.001 1.180 6.876 0.00
C 1.286 1.320 6.366 0.00
C 1.544 1.022 5.037 0.00
H -0.606 4.046 -1.522 0.00
H 0.066 4.750 -0.029 0.00
H -1.276 3.586 0.039 0.00
H 2.247 3.536 0.655 0.00
H 4.352 1.694 -0.845 0.00
H 3.002 1.422 -1.947 0.00
H 3.698 0.053 -1.066 0.00
H -1.542 0.048 4.076 0.00
H -2.022 0.608 6.444 0.00
H -0.201 1.421 7.912 0.00
H 2.091 1.658 7.006 0.00
H 2.537 1.130 4.622 0.00
Cl -3.416 -3.415 -5.134 0.00
C -2.478 -3.427 -3.657 0.00
C -3.123 -3.438 -2.432 0.00
C -2.381 -3.448 -1.265 0.00
C -0.972 -3.439 -1.273 0.00
C -0.175 -3.396 -0.047 -0.01
C -0.361 -3.447 -2.546 0.00
C -1.094 -3.434 -3.721 0.00
H -4.205 -3.433 -2.388 0.00
H -2.902 -3.435 -0.315 0.00
H 0.761 -3.950 -0.155 0.00
H -0.730 -3.771 0.814 0.00
H 0.722 -3.444 -2.601 0.00
H -0.594 -3.430 -4.681 0.00
N -0.505 0.499 -3.392 0.00
C 0.718 0.029 -4.055 0.00
C 1.716 -0.709 -3.129 0.00
O 2.756 -1.091 -3.642 0.00
O 1.351 -0.881 -1.912 0.00
H -1.149 0.871 -4.080 0.00
H -0.146 1.501 -1.840 0.00
H -0.982 -0.286 -2.952 0.00
H 1.252 0.885 -4.471 0.00
H 0.515 -0.661 -4.878 0.00
O -4.266 -0.495 0.243 0.00
C -3.119 -0.411 -0.072 0.00
N -1.979 -0.301 -0.405 -0.01
```

LUMO level (spin up / spin down) ... 2.55 / 2.55 eV
E_tot ... -2469.167418 hartree
Charge ... -1
Gap between HOMO and LUMO (spin up / spin down) ... 6.7 / 6.7 eV
2S+1 ... 4
Relative energy (zero: lowest compared OMol25 entry of this formula, charge and spin) ... 8.6 kcal per mole
Expectation value of S² ... 3.753

---

Record 2
The following is a quantum chemistry calculation of a 2-piece molecular cluster, C22H23ClN4O3S2 overall in a non-equilibrium geometry, from the Open Molecules 2025 dataset.

Geometry as XYZ:
```
55
Properties=species:S:1:pos:R:3:lowdin_charge:R:1
O -0.095 -1.818 -1.822 0.16
C -0.395 -0.904 -1.230 -0.51
N -1.462 -0.921 -0.436 0.00
C -2.132 -0.006 0.386 -0.16
H -2.193 -0.505 1.297 0.10
C -3.676 0.255 0.012 -0.11
N -4.488 -1.003 0.156 -0.04
C -5.781 -0.827 0.112 -0.44
C -6.490 -2.002 0.478 -0.10
C -7.743 -2.057 0.865 -0.03
C -8.563 -0.629 0.885 -0.10
C -7.942 0.433 0.435 -0.84
C -6.470 0.162 0.105 -0.05
H -6.011 1.365 -0.023 0.17
Cl -8.715 1.819 0.376 0.81
H -9.624 -0.845 1.234 0.11
H -8.243 -3.096 1.187 0.14
H -5.936 -3.014 0.702 0.15
C -3.724 -1.788 -0.934 -0.13
H -3.810 -1.480 -1.790 0.04
C -2.456 -2.229 -0.495 -0.03
H -2.554 -2.540 0.766 0.21
H -1.939 -2.822 -1.023 0.03
H -4.508 -2.741 -0.681 0.18
H -3.598 0.956 -1.289 0.22
H -3.965 1.086 0.648 0.08
H -1.559 0.738 0.360 0.04
C 0.162 0.608 -1.265 -0.22
C 1.246 0.566 -0.446 0.03
C 2.029 1.782 -0.535 -0.23
C 1.461 2.987 -1.388 0.06
C 0.228 2.682 -2.145 -0.08
C -0.378 1.536 -1.951 -0.15
H -1.355 1.235 -2.535 0.16
H -0.181 3.460 -2.588 0.05
H 2.010 4.026 -1.342 0.12
N 3.220 2.049 -0.105 0.07
C 3.956 1.163 0.974 -0.68
N 3.675 -0.021 0.970 0.06
C 4.607 -0.697 1.672 -0.28
C 5.216 -2.017 0.786 -0.11
H 5.450 -2.720 1.360 0.01
H 4.213 -2.287 0.022 0.20
S 6.394 -1.286 -0.325 0.59
O 7.224 -2.049 -1.006 -0.24
O 6.053 -0.195 -1.216 -0.28
C 7.272 -0.489 1.169 -0.17
C 6.105 -0.059 1.934 -0.27
H 6.192 0.220 2.866 0.03
S 5.376 1.831 1.414 1.03
H 7.766 -1.118 1.587 -0.01
H 7.879 0.473 0.794 0.17
H 4.511 -1.184 2.411 0.03
H 3.674 2.872 0.036 0.05
H 1.870 -0.282 0.115 0.15
```

LUMO level ... -0.28 eV
E_tot ... -2552.682173 hartree
Gap between HOMO and LUMO ... 7.5 eV
Relative energy (zero: lowest compared OMol25 entry of this formula, charge and spin) ... 498.2 kcal per mole

---

Record 3
The following is a quantum chemistry calculation of one molecule with the formula C22H23F2N3O7 in a non-equilibrium geometry, from the Open Molecules 2025 dataset.

Geometry as XYZ:
```
57
Properties=species:S:1:pos:R:3:lowdin_charge:R:1
C -2.274 2.660 -3.671 -0.07
H -2.716 2.696 -4.665 0.10
H -1.987 3.670 -3.364 0.10
H -3.006 2.260 -2.962 0.10
O -1.151 1.818 -3.790 -0.08
C -0.366 1.619 -2.693 -0.19
C -0.657 2.160 -1.444 0.04
C 0.195 1.932 -0.377 -0.22
C 1.349 1.173 -0.539 0.04
C 1.637 0.612 -1.774 -0.20
C 0.780 0.829 -2.867 -0.15
O 1.162 0.295 -4.070 -0.06
C 0.229 -0.541 -4.728 -0.06
H 0.759 -0.944 -5.589 0.10
H -0.649 0.016 -5.062 0.08
H -0.084 -1.363 -4.078 0.08
O 2.712 -0.176 -2.025 -0.06
C 3.656 -0.374 -1.004 -0.08
H 4.409 -1.034 -1.430 0.10
H 4.123 0.568 -0.700 0.10
H 3.210 -0.856 -0.126 0.08
H 1.989 1.007 0.313 0.11
N -0.077 2.401 0.917 0.15
C -1.247 2.876 1.406 -0.43
O -2.192 3.255 0.754 0.09
C -1.283 2.809 2.948 0.00
N -1.246 1.412 3.331 0.08
C -0.136 0.633 3.331 -0.37
O 1.007 1.008 3.202 0.11
C -0.614 -0.819 3.438 -0.35
N -2.026 -0.627 3.670 0.16
C -2.423 0.662 3.553 -0.49
O -3.528 1.116 3.645 0.13
H -2.680 -1.384 3.764 0.17
C -0.332 -1.380 2.049 -0.14
C -1.126 -0.974 0.977 0.00
C -0.852 -1.394 -0.307 0.02
C 0.233 -2.230 -0.546 -0.23
C 1.041 -2.630 0.507 0.00
C 0.758 -2.198 1.794 0.00
H 1.411 -2.507 2.593 0.11
H 1.906 -3.254 0.343 0.12
O 0.440 -2.596 -1.862 0.07
C 1.246 -3.644 -2.133 -0.48
F 2.561 -3.340 -2.022 0.10
F 1.046 -3.991 -3.410 0.12
H 1.064 -4.534 -1.496 0.18
H -1.457 -1.073 -1.137 0.13
H -1.972 -0.323 1.141 0.13
C 0.055 -1.567 4.586 0.01
H -0.332 -1.192 5.530 0.09
H 1.128 -1.393 4.562 0.09
H -0.146 -2.633 4.520 0.09
H -0.431 3.330 3.389 0.14
H -2.226 3.229 3.304 0.14
H 0.645 2.169 1.591 0.11
H -1.537 2.757 -1.287 0.09
```

LUMO level ... 0.43 eV
E_tot ... -1742.881399 hartree
Gap between HOMO and LUMO ... 8.2 eV
SMILES ... COc1cc(NC(=O)CN2C(=O)N[C@@](C)(c3ccc(OC(F)F)cc3)C2=O)cc(OC)c1OC

---

Record 4
The following is a quantum chemistry calculation of C22H23F5GeN3O3SZr as an isolated structure, from the Open Molecules 2025 dataset.

Geometry as XYZ:
```
59
Properties=species:S:1:pos:R:3:lowdin_charge:R:1
Zr -0.191 -0.157 -0.497 1.78
C -0.193 2.839 2.504 0.00
C -0.630 2.219 1.214 -0.42
O 0.273 1.394 0.688 -0.25
C -1.833 2.516 0.645 0.00
C -2.262 2.193 -0.695 -0.28
C -3.264 3.072 -1.369 -0.01
N -1.709 1.206 -1.336 -0.11
N -1.902 1.115 -2.714 0.11
C -0.822 0.610 -3.222 -0.42
O 0.208 0.295 -2.445 -0.23
C -0.736 0.289 -4.655 -0.16
C -1.857 0.424 -5.474 -0.02
C -1.771 0.095 -6.815 -0.07
C -0.572 -0.367 -7.344 -0.07
C 0.544 -0.501 -6.531 -0.07
C 0.464 -0.176 -5.186 -0.02
H 0.812 3.241 2.381 0.10
H -0.146 2.080 3.288 0.09
H -0.866 3.630 2.824 0.09
H -2.443 3.234 1.174 0.12
H -3.771 3.707 -0.647 0.08
H -3.982 2.470 -1.923 0.09
H -2.756 3.704 -2.099 0.10
H -2.784 0.785 -5.050 0.11
H -2.640 0.198 -7.451 0.11
H -0.509 -0.622 -8.394 0.11
H 1.477 -0.858 -6.945 0.11
H 1.327 -0.275 -4.542 0.11
F 4.897 -3.235 4.439 0.18
C 3.675 -2.854 4.140 -0.11
C 3.479 -1.806 3.249 -0.13
F 4.519 -1.201 2.702 0.16
C 2.198 -1.398 2.931 -0.20
F 2.058 -0.394 2.071 0.10
C 1.094 -2.038 3.490 -0.32
S -0.597 -1.614 3.248 1.24
C 1.313 -3.084 4.382 -0.23
F 0.266 -3.693 4.933 0.11
C 2.588 -3.498 4.712 -0.13
F 2.772 -4.496 5.557 0.17
O -1.639 -0.787 1.187 -0.19
N -0.567 -1.179 1.669 -0.45
C -1.053 -4.282 0.406 -0.21
Ge -0.706 -3.311 -1.265 0.73
C -2.259 -2.175 -1.745 -0.21
C -0.415 -4.569 -2.719 -0.21
C 0.816 -2.081 -1.010 -0.44
H -2.119 -4.453 0.562 0.03
H -0.653 -3.766 1.279 -0.03
H -0.562 -5.254 0.356 0.03
H -3.118 -2.828 -1.909 0.04
H -2.082 -1.646 -2.683 0.02
H -2.603 -1.449 -0.998 0.00
H -1.240 -5.279 -2.777 0.03
H 0.510 -5.121 -2.555 0.03
H -0.340 -4.044 -3.671 0.02
H 1.303 -1.994 -1.984 -0.01
H 1.532 -2.542 -0.322 -0.01
```

LUMO level ... -5.55 eV
E_tot ... -4263.343586 hartree
Charge ... +1
Gap between HOMO and LUMO ... 5.5 eV
Relative energy (zero: lowest compared OMol25 entry of this formula, charge and spin) ... 94.9 kcal per mole

---

Record 5
The following is a quantum chemistry calculation of C22H23F7N2O2V as an isolated structure, from the Open Molecules 2025 dataset.

Geometry as XYZ:
```
57
Properties=species:S:1:pos:R:3:lowdin_spin:R:1
V 0.242 -1.266 0.338 1.61
C -1.331 -1.794 2.989 0.00
N -0.237 -2.334 2.172 0.00
C -0.416 -3.783 1.997 0.00
C 1.085 -2.046 2.769 0.00
C 1.401 -0.535 2.751 0.00
N 0.660 0.101 1.654 -0.02
C 0.560 1.489 1.724 0.00
C -0.685 2.120 1.827 0.00
F -1.806 1.377 1.842 0.00
C -0.806 3.486 1.940 0.00
F -2.029 4.030 2.022 0.00
C 0.310 4.303 1.966 0.00
C 1.543 3.705 1.870 0.00
F 2.653 4.456 1.886 0.00
C 1.666 2.332 1.752 0.00
F 2.894 1.800 1.656 0.00
H -1.369 -2.308 3.956 0.00
H -2.276 -1.939 2.468 0.00
H -1.195 -0.729 3.150 0.00
H -0.370 -4.303 2.960 0.00
H 0.352 -4.182 1.339 0.00
H -1.390 -3.976 1.550 0.00
H 1.820 -2.605 2.183 0.00
H 1.142 -2.430 3.793 0.00
H 2.486 -0.428 2.653 0.00
H 1.147 -0.075 3.713 0.00
H 0.215 5.376 2.051 0.00
C -3.176 -0.013 -1.956 -0.02
C -1.668 -0.321 -2.010 -0.05
C -1.441 -1.287 -3.199 -0.03
C -1.253 -1.091 -0.776 -0.47
C -0.870 0.970 -2.182 0.00
C 0.140 1.102 -3.131 0.00
C 0.850 2.287 -3.263 0.00
C 0.560 3.373 -2.453 0.00
C -0.448 3.260 -1.507 0.00
C -1.148 2.069 -1.371 0.00
H -3.742 -0.944 -1.886 0.00
H -3.475 0.511 -2.866 0.00
H -3.439 0.604 -1.098 0.00
H -1.716 -0.804 -4.139 0.00
H -2.065 -2.171 -3.065 0.00
H -0.400 -1.605 -3.251 0.00
H -1.812 -2.044 -0.697 -0.03
H 0.404 0.278 -3.777 0.00
H 1.638 2.359 -4.003 0.00
H 1.111 4.299 -2.559 0.00
H -0.693 4.103 -0.874 0.00
H -1.933 1.996 -0.629 0.00
F 4.232 -2.633 -1.514 0.00
C 3.048 -2.622 -2.152 0.00
F 2.761 -3.872 -2.521 0.00
F 3.168 -1.873 -3.249 0.00
C 1.969 -2.055 -1.200 0.01
O 1.389 -2.882 -0.439 0.00
O 1.742 -0.834 -1.208 0.01
```

LUMO level (spin up / spin down) ... -0.12 / 0.32 eV
E_tot ... -2755.171867 hartree
Gap between HOMO and LUMO (spin up / spin down) ... 8.4 / 8.4 eV
2S+1 ... 2
Expectation value of S² ... 1.219

---

Record 6
The following is a quantum chemistry calculation of C22H23FeN3S as an isolated structure, from the Open Molecules 2025 dataset.

Geometry as XYZ:
```
50
Properties=species:S:1:pos:R:3:lowdin_spin:R:1
Fe 0.272 0.542 0.579 3.31
C 0.367 0.132 3.651 0.00
C -0.680 0.106 2.571 -0.01
C -1.046 -1.097 1.939 0.01
C -2.052 -1.137 0.977 0.03
C -2.381 -2.417 0.265 0.00
C -2.762 0.035 0.687 0.03
C -2.435 1.241 1.288 0.02
C -3.251 2.475 1.025 0.00
C -1.357 1.283 2.188 0.00
H 1.045 -0.713 3.548 0.00
H -0.109 0.093 4.634 0.00
H 0.966 1.039 3.584 0.00
H -0.504 -2.001 2.187 0.00
H -3.292 -2.862 0.670 0.00
H -1.575 -3.141 0.366 0.00
H -2.548 -2.236 -0.798 0.00
H -3.557 0.006 -0.050 0.00
H -4.157 2.453 1.634 0.00
H -3.557 2.536 -0.019 0.00
H -2.701 3.380 1.284 0.00
H -1.101 2.222 2.665 0.00
N 1.993 0.284 0.895 0.34
C 3.117 -0.437 0.932 0.07
C 3.139 -1.787 1.388 0.05
C 4.302 -2.540 1.385 0.00
C 5.501 -2.007 0.936 0.04
C 5.513 -0.684 0.492 0.00
C 4.368 0.083 0.493 0.05
H 2.212 -2.229 1.742 0.00
H 4.266 -3.564 1.744 0.00
H 6.407 -2.599 0.936 0.00
H 6.441 -0.246 0.141 0.00
H 4.392 1.111 0.151 0.00
N 1.184 -1.581 -1.387 0.00
C 0.356 -0.756 -2.036 0.00
N -0.213 0.284 -1.464 0.03
C -0.985 0.995 -2.368 0.01
C -1.661 2.179 -2.098 0.00
C -2.407 2.766 -3.105 0.00
C -2.488 2.190 -4.372 0.00
C -1.807 1.018 -4.658 0.00
C -1.056 0.437 -3.649 0.00
S -0.064 -0.999 -3.715 0.00
H 1.611 -1.187 -0.537 0.00
H 1.739 -2.239 -1.909 0.00
H -1.582 2.634 -1.119 0.00
H -2.931 3.691 -2.905 0.00
H -3.076 2.668 -5.144 0.00
H -1.854 0.575 -5.643 0.00
```

LUMO level (spin up / spin down) ... 0.43 / 0.43 eV
E_tot ... -2678.283320 hartree
Gap between HOMO and LUMO (spin up / spin down) ... 6.2 / 6.6 eV
2S+1 ... 5
Expectation value of S² ... 6.051

---

Record 7
The following is a quantum chemistry calculation of C22H23N2OPPdS as an isolated structure in a non-equilibrium geometry, from the Open Molecules 2025 dataset.

Geometry as XYZ:
```
51
Properties=species:S:1:pos:R:3:lowdin_charge:R:1
Pd 0.025 0.127 -1.801 0.74
N 2.428 -0.158 -1.920 0.02
C 3.018 -0.121 -0.604 -0.29
C 4.396 -0.079 -0.420 -0.02
C 4.933 -0.070 0.855 -0.07
C 4.098 -0.105 1.967 -0.07
C 2.727 -0.149 1.792 -0.08
C 2.178 -0.156 0.509 -0.28
P 0.374 -0.209 0.306 1.00
C -0.276 1.220 1.193 -0.34
C 0.508 2.347 1.416 -0.08
C -0.064 3.493 1.952 -0.07
C -1.413 3.516 2.261 -0.07
C -2.204 2.399 2.021 -0.07
C -1.643 1.257 1.478 -0.09
C -0.224 -1.688 1.136 -0.34
C -0.596 -1.693 2.478 -0.09
C -1.002 -2.875 3.078 -0.07
C -1.045 -4.049 2.339 -0.08
C -0.689 -4.044 0.998 -0.07
C -0.286 -2.864 0.393 -0.08
H 2.600 0.686 -2.462 0.07
H 2.767 -0.959 -2.439 0.10
H 5.041 -0.053 -1.290 0.12
H 6.006 -0.035 0.985 0.11
H 4.515 -0.096 2.965 0.11
H 2.074 -0.174 2.657 0.11
H 1.558 2.352 1.154 0.11
H 0.548 4.372 2.101 0.11
H -1.857 4.414 2.670 0.11
H -3.263 2.423 2.239 0.11
H -2.271 0.401 1.260 0.11
H -0.569 -0.778 3.056 0.11
H -1.289 -2.877 4.121 0.11
H -1.369 -4.969 2.809 0.11
H -0.740 -4.955 0.417 0.11
H -0.044 -2.847 -0.663 0.10
S 0.584 4.668 -1.878 0.45
C 0.660 3.122 -2.384 -1.02
N 0.710 2.003 -2.746 -0.09
C -3.081 -1.450 -3.480 -0.06
C -2.235 -0.301 -2.950 -0.60
C -3.003 1.007 -2.864 -0.06
O -1.708 -0.691 -1.701 -0.37
H -3.428 -1.241 -4.492 0.08
H -3.950 -1.584 -2.834 0.08
H -2.510 -2.378 -3.487 0.07
H -1.391 -0.167 -3.674 0.12
H -3.890 0.871 -2.241 0.08
H -3.320 1.343 -3.853 0.08
H -2.391 1.796 -2.424 0.06
```

LUMO level ... -0.52 eV
E_tot ... -1904.292280 hartree
Gap between HOMO and LUMO ... 6.8 eV
Relative energy (zero: lowest compared OMol25 entry of this formula, charge and spin) ... 20.1 kcal per mole

---

Record 8
The following is a quantum chemistry calculation of C22H23N3O4S as an isolated structure in a non-equilibrium geometry, from the Open Molecules 2025 dataset.

Geometry as XYZ:
```
53
Properties=species:S:1:pos:R:3:lowdin_charge:R:1
C -4.618 -4.161 -0.961 -0.13
H -4.412 -5.025 -1.717 0.14
H -4.259 -4.373 -0.054 0.05
H -5.644 -3.833 -1.099 0.10
O -3.740 -3.376 -1.696 -0.10
C -3.680 -2.066 -0.913 -0.08
C -2.812 -1.272 -1.458 -0.04
C -2.455 0.147 -1.299 0.03
C -3.112 0.625 -0.126 -0.10
C -3.951 -0.252 0.609 -0.04
C -4.339 -1.291 0.203 -0.21
O -5.285 -2.208 0.720 -0.12
C -5.862 -1.977 1.816 -0.23
H -5.191 -1.465 2.795 0.15
H -6.479 -0.926 1.535 0.14
H -6.628 -2.626 2.361 0.11
H -4.447 0.045 1.536 0.14
C -2.924 1.937 0.539 -0.36
O -3.732 2.763 0.765 0.13
N -1.654 2.580 0.525 -0.02
C -0.479 1.820 0.192 -0.06
C -0.399 0.654 1.013 0.09
C 0.897 -0.016 0.802 -0.07
C 1.932 0.480 0.250 -0.05
C 1.851 1.880 -0.696 0.09
C 0.749 2.439 -0.367 -0.31
C 0.612 3.630 -0.917 -0.19
C -0.778 4.542 -0.940 0.02
C -1.577 3.943 0.506 -0.10
H -2.468 4.358 0.546 0.06
H -0.893 4.417 1.205 0.13
H -0.824 5.440 -1.133 -0.01
H -1.358 4.014 -1.723 0.10
H 0.987 3.696 -1.951 0.13
H 1.217 4.385 -0.300 0.16
H 2.715 2.383 -0.939 0.09
C 3.262 -0.324 -0.212 -0.22
N 3.163 -1.573 0.419 0.11
N 4.253 -2.329 0.133 -0.02
C 5.430 -1.929 0.583 -0.62
O 6.467 -2.965 0.871 -0.23
S 5.728 -0.243 0.904 1.07
C 4.425 0.315 -0.372 -0.55
C 4.816 0.026 -1.848 -0.04
H 5.719 0.690 -2.171 0.13
H 5.079 -0.956 -2.135 0.07
H 4.179 0.514 -2.453 0.03
H 4.632 1.270 -0.104 0.05
H 4.075 -3.270 0.065 0.13
H 0.881 -1.040 1.237 0.13
H -1.076 0.175 1.356 0.01
H -1.718 0.787 -1.779 0.12
H -2.065 -1.476 -2.612 0.21
```

LUMO level ... -0.71 eV
E_tot ... -1714.816720 hartree
Gap between HOMO and LUMO ... 7.4 eV
Relative energy (zero: lowest compared OMol25 entry of this formula, charge and spin) ... 511.5 kcal per mole